71
Properties=species:S:1:pos:R:3 method="wB97M-V/def2-TZVPD" e_homo_ev="-12.69 / -12.68" e_tot_ha=-2571.652489 total_charge=+2 spin_multiplicity=1
H -2.615 -0.238 3.143
H -1.831 -0.867 -3.438
C -1.256 1.000 -0.572
H -3.307 -0.752 -1.353
H -2.287 -1.808 2.436
H -1.127 -8.391 -1.621
C 2.707 -6.321 -1.674
H 2.223 -0.140 -3.622
H 1.583 -3.782 -0.503
C -3.202 -0.713 -0.262
H -2.813 -7.839 -0.145
H 1.530 -5.862 -5.154
C -1.134 -2.325 -2.033
Ti -0.661 -1.833 0.290
H -0.558 -4.129 -1.059
C -0.137 0.704 1.410
C -1.722 1.605 -1.835
C -2.469 -5.976 -2.250
H -2.734 -6.991 -2.580
H 1.528 2.699 0.510
H -1.883 -7.154 1.251
H 1.219 -8.161 -2.876
C -0.119 -3.434 -1.821
F -0.431 -3.284 1.374
H -1.881 0.839 -2.599
C -1.295 -0.162 1.449
H 2.313 -6.479 -0.656
H 2.044 -3.271 -2.088
C 1.295 -3.073 -1.308
C 0.611 2.683 -0.088
H 1.853 -1.593 0.285
C -0.217 1.485 0.239
H 0.590 1.806 3.127
C -2.413 -6.920 0.319
H -2.058 -5.401 -3.086
H -3.289 -1.740 0.136
H -2.141 -2.540 -1.642
C -1.938 -0.057 0.139
H -4.047 -0.128 0.121
H -3.222 -6.208 0.542
H 0.049 3.604 0.128
H 0.871 0.053 3.177
H 2.564 -4.628 -4.414
C -1.822 -0.840 2.669
C -0.971 -1.431 -3.066
H 3.487 -5.537 -1.674
H 3.100 -7.262 -2.120
H -3.352 -5.451 -1.861
C 0.834 0.925 2.510
P -1.275 -6.121 -0.867
H -0.218 -7.427 -3.671
H -1.043 -1.000 3.432
H -0.992 2.323 -2.238
H 0.870 0.739 -2.910
H -0.071 -4.033 -2.757
C 1.830 -0.562 -1.605
H 0.313 -7.933 -0.665
H 0.862 -2.185 -3.854
C 1.529 -1.638 -0.796
H 2.394 0.233 -1.111
H 0.192 -0.776 -4.692
H -2.677 2.145 -1.713
C 0.434 -7.391 -2.777
H 1.848 1.090 2.108
C 0.351 -1.222 -3.695
P 1.307 -5.764 -2.719
C 1.339 -0.259 -2.970
C 2.202 -5.659 -4.311
H 0.897 2.709 -1.148
H 3.060 -6.354 -4.300
C -0.359 -7.621 -1.476

=====

75
Properties=species:S:1:pos:R:3 method="wB97M-V/def2-TZVPD" e_homo_ev="-16.43 / -16.43" e_tot_ha=-3063.401217 total_charge=+3 spin_multiplicity=3 s2=2.004
H 3.467 2.884 0.541
C 2.833 0.445 3.978
H -2.022 3.398 0.845
C -3.885 6.451 -0.481
H 0.326 -3.607 -1.815
H 5.649 -1.009 1.684
H 3.840 4.029 -0.781
H 2.342 2.161 -3.279
P 1.664 2.940 -1.085
H -3.524 7.485 -0.397
C 1.801 -2.558 0.247
C -2.998 -0.782 -2.195
H -1.682 0.242 -4.740
H -1.010 2.089 3.833
H -0.980 -3.128 -0.698
Pr -0.362 1.522 0.254
C -3.027 5.397 -0.140
H 1.186 -3.032 1.022
N 1.473 1.014 2.150
C -2.600 -0.225 1.715
H 0.236 4.956 -1.289
C -3.518 4.079 -0.205
H -0.889 -2.420 -2.326
H 5.919 -1.011 4.170
C -0.892 0.044 -4.000
C -0.298 -2.771 -1.477
H -1.780 2.657 -3.065
H -1.101 -1.734 1.783
H -0.062 0.745 -4.176
C 1.871 3.074 -2.900
C 1.942 -1.225 -2.199
H 3.996 2.254 -1.028
H -2.518 -2.020 0.582
H 2.500 3.926 -3.171
H 2.808 -0.646 -1.843
C 1.120 4.672 -0.707
N -0.494 2.070 2.948
H 3.545 0.018 0.666
C 2.713 0.464 2.584
C 4.002 -0.051 4.567
H -5.861 7.048 -1.125
P -1.562 0.367 -2.312
H -2.774 -1.778 -2.594
H 1.901 5.384 -1.008
H -6.645 4.696 -1.393
O -2.680 2.981 0.216
H 4.098 -0.055 5.653
H -3.037 2.270 -1.865
H 1.447 -0.694 -3.023
P 0.766 -1.437 -0.787
C -4.803 3.824 -0.679
C 0.768 1.418 3.190
H 0.894 3.184 -3.380
C -5.644 4.893 -1.018
H -3.178 1.642 -3.543
C -2.053 -1.407 1.344
C -2.485 1.890 -2.731
H -0.532 -0.987 -4.116
H -5.144 2.787 -0.818
H -3.843 -0.370 -2.762
H 2.613 -2.011 0.738
H 0.917 4.795 0.372
H -3.302 -0.900 -1.147
C -5.207 6.212 -0.898
C 5.012 -0.589 3.724
H -2.180 0.363 2.546
H 2.240 -3.349 -0.381
C 3.713 -0.038 1.744
C 4.862 -0.594 2.324
H -2.021 5.580 0.189
C 3.413 3.046 -0.542
H -3.486 0.201 1.226
S 1.382 1.127 4.776
H -0.282 3.058 2.741
H 2.272 -2.218 -2.541

=====

76
Properties=species:S:1:pos:R:3 method="wB97M-V/def2-TZVPD" e_homo_ev=-11.60 e_tot_ha=-4049.632589 total_charge=+1 spin_multiplicity=1
C -3.655 0.468 -0.911
H -3.079 1.009 3.602
C -0.160 -0.896 -0.064
H 2.344 -0.900 -0.116
H 3.911 2.949 -0.825
C 4.801 1.742 0.719
H -2.242 0.687 1.571
C 2.732 -3.230 -1.468
C 4.441 1.481 2.181
C -1.857 -2.070 -1.457
H -1.809 0.545 -2.072
C 2.407 -4.706 -1.291
H -0.965 -2.266 -2.036
H 4.339 -5.434 -0.676
C -1.782 1.620 1.268
O 3.874 -3.089 -2.147
H -2.188 -1.093 0.418
H 1.641 -4.979 -2.017
H 0.722 -0.065 -1.659
H 4.301 -0.492 1.618
H -0.832 1.550 3.175
H -0.427 2.984 2.309
H 0.657 2.195 -0.010
H 2.056 -4.907 -0.285
C -2.217 -3.287 -0.650
C -2.140 0.456 -1.040
H -4.645 1.851 3.756
C -2.852 2.716 1.489
H -3.956 0.675 0.105
H -4.488 2.380 -1.511
O -3.350 -3.659 -0.358
C -5.736 0.864 -2.255
C 4.382 -4.382 -2.553
C -4.357 1.376 -1.908
H 2.490 1.453 -1.832
H 2.857 2.590 0.495
C 2.058 0.143 -0.154
H 0.325 1.438 1.901
O 2.082 -2.281 -1.102
H -6.464 1.121 -1.492
H 5.484 2.582 0.717
H 5.319 0.878 0.317
C -0.600 1.923 2.185
H 0.303 -1.819 -0.397
H 0.109 1.966 -1.624
C -3.114 3.107 2.940
H -2.297 3.662 3.379
C -1.444 1.597 -0.246
Br -0.632 -4.211 0.007
H 5.467 -4.366 -2.497
C 3.004 1.008 -0.988
H -6.066 1.311 -3.182
H -3.381 2.218 4.864
N 4.319 0.030 2.483
C -3.569 1.944 3.834
H -1.823 2.516 -0.678
H -4.003 -0.542 -1.109
H 3.664 -6.378 -2.000
H -3.810 2.421 1.069
F -3.618 1.418 -3.078
H -3.942 3.809 2.919
C 0.026 1.568 -0.620
H 3.816 0.387 -1.337
F -0.018 -0.870 1.286
C -1.631 -0.894 -0.491
C 3.747 -5.375 -1.590
H -2.700 -1.883 -2.109
H 3.445 -0.153 2.956
H 3.502 1.968 2.439
H 4.085 -4.554 -3.588
H -5.747 -0.213 -2.386
C 3.603 2.151 -0.160
H 5.193 1.900 2.837
H -2.555 3.617 0.957
N 0.639 0.186 -0.676
H 2.007 0.532 0.853

=====

86
Properties=species:S:1:pos:R:3 method="wB97M-V/def2-TZVPD" e_homo_ev=-8.04 e_tot_ha=-5130.724290 total_charge=+1 spin_multiplicity=1
F -5.692 0.500 1.251
H -2.156 -4.229 3.771
H -4.447 2.859 3.230
H -0.695 6.846 -6.624
O -3.435 -2.356 2.598
C 0.955 2.569 -0.897
H 3.127 -3.627 4.358
C 6.550 2.465 -2.824
O -1.197 1.262 2.708
Cl -4.703 -3.999 -4.809
H 0.663 1.715 1.151
H -3.793 0.637 2.811
H 3.733 1.203 -1.656
H 7.241 4.425 -2.335
Na -0.656 -1.567 3.369
C 3.139 -3.646 2.173
C -0.244 6.274 -5.817
H -6.376 -3.540 -3.217
H 1.465 -4.331 1.017
H 7.443 2.260 -3.412
H 4.252 -5.498 2.566
C -1.516 -3.891 2.955
H 1.991 -6.075 2.658
S -0.119 -7.319 2.066
C 4.113 -4.747 1.787
H 4.541 -2.925 3.632
C -0.116 -5.750 2.934
H -1.156 -7.177 1.213
S -2.034 1.693 1.594
C 1.660 -4.077 2.060
C -3.747 1.275 1.938
Cl -4.418 -3.651 -1.919
C 6.836 3.554 -1.822
H 2.987 -2.031 3.628
C 1.979 2.379 -1.788
H -4.214 -2.926 2.596
H -1.438 5.212 -2.939
H 5.750 2.749 -3.503
F -3.528 -0.869 0.691
Cl 5.361 4.083 -0.977
H -2.811 -3.756 1.260
H -1.991 -1.376 0.485
C -1.450 -2.070 1.145
C 2.449 1.166 0.024
H -0.705 -1.525 1.758
C -5.489 -4.161 -3.231
H 0.327 5.250 -3.210
H -0.284 7.496 -3.998
C 3.463 -3.007 3.527
H -5.756 -5.200 -3.081
H -5.509 2.531 1.868
C -4.470 2.603 2.165
C 1.252 1.798 0.257
H -4.174 0.673 0.993
C 1.366 -5.252 2.988
Cl 6.086 0.931 -2.035
H 5.095 -4.365 1.523
O -0.975 3.135 -4.638
Li -0.609 -2.729 -1.039
H -4.038 4.683 1.633
H -1.574 3.939 0.936
H -0.852 -2.739 0.508
H -0.710 -3.273 3.431
H 7.556 3.229 -1.075
C -2.404 -3.022 1.957
O -1.718 1.313 0.245
H 3.028 0.497 0.638
H 0.089 3.190 -1.054
H 0.841 6.384 -5.871
Ca -1.377 -1.693 -3.748
H -1.987 3.796 2.668
C -0.771 4.306 -4.776
H 2.142 2.779 -2.775
H -1.854 6.911 -4.540
H -3.909 3.538 0.297
H 3.263 -2.842 1.439
H 1.087 -3.179 2.299
O -0.970 -4.924 2.184
C -2.238 3.468 1.659
N 2.880 1.522 -1.223
O -0.570 4.881 -5.983
C -0.654 5.344 -3.679
H 1.593 -5.025 4.027
C -0.798 6.652 -4.452
H 3.739 -5.281 0.911
C -3.719 3.678 1.363

=====

80
Properties=species:S:1:pos:R:3 method="wB97M-V/def2-TZVPD" e_homo_ev=-8.04 e_tot_ha=-3053.337138 spin_multiplicity=1
C 0.221 0.995 1.351
H 1.289 0.511 -7.582
H -9.030 3.200 4.878
C 2.602 -1.164 -10.045
C 8.864 1.913 -5.467
H -2.382 -0.259 0.086
H -5.673 -0.513 8.323
H 9.926 1.742 -5.292
H -5.485 0.670 9.664
H -3.382 1.945 -6.219
H 2.744 1.101 -9.600
C 1.230 -1.494 -8.334
H 1.124 1.540 1.118
H 5.707 -2.526 7.092
H 6.836 -0.739 8.383
H 2.428 -5.910 -3.132
C -1.595 -0.063 0.800
C -7.670 -0.111 10.790
H -7.436 3.774 2.990
H 6.168 2.659 -5.188
H -2.836 4.914 -8.255
H 4.502 -2.113 5.854
H -7.960 0.250 9.803
C 2.393 0.100 -9.398
H -2.186 -0.727 2.827
H 8.168 -1.531 7.500
H 5.666 1.753 -3.790
C 1.883 -2.132 -9.380
C -7.706 1.812 2.324
H 0.096 0.409 3.506
C -5.376 -0.372 9.362
O 5.852 0.877 6.200
H 8.066 0.230 7.883
N 1.612 -0.110 -8.310
H -4.494 3.137 -6.753
C -8.391 0.731 2.843
H -9.589 0.453 4.669
H -1.245 4.092 -8.121
C -1.485 -0.225 2.177
H 3.158 -1.369 -10.948
O -1.208 3.568 -5.371
S -2.488 4.185 -5.943
H 1.812 -3.189 -9.593
H 4.411 -1.362 7.407
C 2.516 -5.588 -2.105
H -6.929 1.957 1.588
C -8.703 2.500 4.124
H -0.494 1.166 -0.602
H -7.246 0.715 11.359
S 8.012 1.736 -3.871
H -4.209 2.862 -4.961
C 3.664 -4.831 -1.602
H 0.633 -1.873 -7.518
N -0.620 0.750 0.310
H -8.530 -0.500 11.336
H 1.602 -4.435 0.725
C 6.339 1.728 -4.647
C 7.524 -0.652 7.542
H -8.485 -0.232 2.364
H 8.654 2.896 -5.887
H -4.330 -0.658 9.477
C -3.776 2.928 -5.959
S 6.438 -0.495 6.096
C 5.121 -1.715 6.659
C -0.303 0.410 2.503
O 8.409 0.293 -3.393
S -6.367 -1.359 10.550
C -2.285 4.093 -7.796
N -7.919 2.896 3.119
H 4.599 -4.608 -2.096
H 8.531 1.199 -6.221
H 0.538 -5.939 -1.059
N 2.080 -4.815 -0.080
H 6.126 0.879 -5.297
C 3.349 -4.435 -0.365
O -7.018 -2.463 9.695
H -2.528 3.143 -8.271
C 1.531 -5.522 -1.138
H 3.959 -3.809 0.270
C -9.023 1.127 4.042

=====

85
Properties=species:S:1:pos:R:3 method="wB97M-V/def2-TZVPD" e_homo_ev=-4.38 e_tot_ha=-2649.432895 total_charge=-1 spin_multiplicity=1
H 0.922 0.952 7.384
O -2.755 2.582 -5.918
C 1.914 -4.042 -2.211
H 2.984 -3.874 -7.944
H 4.411 -3.139 -2.868
O -2.604 -1.595 -5.202
N -1.637 -0.051 4.557
H 1.340 -4.513 -7.667
C 0.027 5.114 9.149
H -0.041 -1.943 -5.428
H -1.050 4.254 7.545
O -0.736 1.555 -5.503
O 4.108 -4.809 -5.774
C 1.298 5.774 11.000
H 2.464 -1.571 -8.053
H 2.332 -3.461 -1.381
C -4.078 1.763 -4.109
H 0.856 -3.806 -2.300
C -0.080 0.021 2.933
C -1.440 0.116 -0.907
H -2.910 -1.417 3.602
H 2.348 0.716 8.430
C 2.218 -4.064 -7.180
H -3.561 0.765 -5.949
C -2.005 -0.840 3.591
C -0.013 -0.109 9.443
H -2.726 -2.001 -6.068
H 0.146 1.187 4.727
O 1.833 -2.858 -6.552
H -7.601 1.180 -5.123
C -1.318 -0.207 -2.405
H -1.959 1.808 -2.824
H 2.026 -5.112 -1.999
B -1.488 2.161 -6.621
C -1.695 0.803 -4.746
H -0.657 -0.258 8.569
H 2.671 2.790 7.408
S -2.102 -2.919 1.260
C -3.070 1.417 -5.219
C 1.567 -1.821 -7.472
H -2.451 -0.030 -0.533
O -0.367 -1.146 -5.860
H 2.123 3.210 9.037
N -1.100 -0.846 2.557
B -1.543 -0.690 -5.284
H 4.161 -4.886 -3.147
H 0.774 0.208 2.314
H -2.104 -0.904 -2.690
H 1.780 5.376 11.891
C 1.436 1.313 8.284
H -0.916 5.596 9.445
H 0.541 6.508 11.304
C 2.756 -5.034 -6.152
H -1.177 1.155 -0.727
H 3.874 -2.793 -5.340
C -1.320 1.052 -3.281
C -1.213 -1.575 1.376
O 0.813 3.531 7.449
C 4.341 -3.691 -4.931
H -0.678 3.103 8.835
H 5.424 -3.546 -4.939
C -5.460 1.562 -4.523
H -0.359 -0.709 -2.540
S -0.271 -0.941 0.000
C -6.599 1.411 -4.866
H -0.867 3.069 -7.150
H 2.052 6.278 10.384
H -0.319 1.475 -3.302
O 2.505 -3.677 -3.434
H -0.621 -0.159 10.344
H 0.735 -0.911 9.474
C -0.432 0.484 4.152
H -3.923 1.165 -3.210
O 0.717 4.693 10.312
C 3.898 -3.880 -3.500
H 2.100 -5.045 -5.279
H -1.827 1.290 -7.480
O 0.599 1.160 9.415
C -0.282 3.938 8.252
C 1.817 2.761 8.088
H -3.952 2.814 -3.854
H 0.762 -2.100 -8.162
H 1.253 -0.948 -6.904
H 2.753 -6.033 -6.593
H 0.633 5.841 8.594